## i
This record from OMol25 describes a molecular structure, C7H9BrNOPS2. The level of theory is wB97M-V/def2-TZVPD.

Output
Net charge: 0
M, g mol⁻¹: 298.17
HOMO-LUMO gap, eV: 7.24

Each line ends with the natural charge from an NBO analysis.
Element x y z (Å)
Br: 1.322 2.646 -2.164  -0.25
S: -2.198 -0.754 1.800  -0.67
S: 0.760 1.876 -0.061  1.08
P: -1.572 -0.626 -0.040  1.05
O: -2.846 -0.144 -0.896  -1.02
N: -0.740 1.445 0.062  -0.82
C: 1.390 0.216 -0.163  -0.27
C: -1.652 2.463 0.508  -0.45
C: 1.551 -2.534 0.003  -0.17
C: 1.347 -0.539 -1.322  -0.13
C: 1.438 -1.920 -1.231  -0.22
C: 1.625 -1.771 1.157  -0.19
C: 1.537 -0.393 1.080  -0.20
H: 1.701 -2.247 2.121  0.23
H: -1.140 3.252 1.064  0.19
H: -2.173 2.914 -0.339  0.21
H: 1.201 -0.072 -2.283  0.23
H: 1.540 0.203 1.979  0.23
H: 1.358 -2.513 -2.130  0.22
H: -2.386 1.994 1.166  0.23
H: 1.560 -3.612 0.070  0.22
H: -3.622 0.118 -0.382  0.49

## ii
This record from OMol25 describes a single C7H9BrNOPS2 molecule. The level of theory is wB97M-V/def2-TZVPD.

Output
Net charge: 0
SMILES: CN(SBr)[P@](O)(=S)c1ccccc1
M, g mol⁻¹: 298.17
HOMO-LUMO gap, eV: 8.94

Each line ends with the natural charge from an NBO analysis.
Element x y z (Å)
Br: 1.038 2.000 2.533  -0.14
S: -0.209 0.486 3.511  0.44
S: 0.804 -2.691 2.072  -0.51
P: -0.434 -1.445 1.307  1.67
O: -1.891 -2.049 0.877  -1.00
N: -1.024 -0.179 2.239  -0.96
C: 1.503 0.816 -2.578  -0.19
C: 2.229 0.740 -1.384  -0.21
C: 0.221 0.234 -2.641  -0.22
C: 1.712 0.179 -0.263  -0.22
C: -1.865 0.683 1.480  -0.43
C: 0.438 -0.398 -0.301  -0.24
C: -0.292 -0.405 -1.464  -0.26
H: -0.111 0.119 -3.671  0.22
H: 2.308 0.029 0.579  0.23
H: -2.619 0.146 0.933  0.22
H: -1.178 1.164 0.606  0.20
H: -1.304 -0.822 -1.225  0.21
H: 3.076 1.295 -1.346  0.21
H: 1.843 1.385 -3.417  0.21
H: -1.939 -2.702 0.127  0.53
H: -2.307 1.414 2.027  0.22

Result of the stability comparison: ii is the most stable of them.

## i
This record from OMol25 describes 2 unconnected molecules or ions with the total composition C3H10N2O3. The level of theory is wB97M-V/def2-TZVPD.

Output
Net charge: 0
SMILES: N=C(O)O.CNOC
M, g mol⁻¹: 122.12
HOMO-LUMO gap, eV: 9.56

Each line ends with the natural charge from an NBO analysis.
Element x y z (Å)
O: -1.565 0.229 1.151  -0.44
O: 2.432 0.782 0.214  -0.70
O: 1.743 -0.355 -1.580  -0.71
N: 0.845 1.693 -1.190  -0.80
N: -0.165 -0.379 0.797  -0.34
C: -0.243 -1.829 0.836  -0.45
C: -2.179 0.778 0.002  -0.25
C: 1.480 0.656 -0.735  0.82
H: 0.469 -2.273 0.136  0.21
H: -2.116 0.095 -0.854  0.17
H: -1.229 -2.203 0.544  0.22
H: -1.756 1.762 -0.226  0.18
H: -3.239 0.933 0.236  0.19
H: 3.154 0.172 0.005  0.50
H: 0.002 -2.211 1.833  0.18
H: 0.314 -0.047 1.634  0.36
H: 0.872 2.396 -0.446  0.35
H: 1.180 -0.199 -2.356  0.51

## ii
This record from OMol25 describes a single C3H10N2O3 molecule. The level of theory is wB97M-V/def2-TZVPD.

Output
Net charge: 0
SMILES: CN(OCO)[C@H](N)O
M, g mol⁻¹: 122.12
HOMO-LUMO gap, eV: 9.73

Each line ends with the natural charge from an NBO analysis.
Element x y z (Å)
O: -0.476 -0.639 -0.775  -0.47
O: 1.667 -1.328 -1.500  -0.71
O: -0.972 -0.778 1.860  -0.71
N: 1.304 -0.394 1.532  -0.85
N: -0.321 0.562 0.022  -0.21
C: 0.715 -0.353 -1.723  0.23
C: -0.024 0.139 1.413  0.36
C: -1.538 1.343 -0.096  -0.43
H: 1.510 -1.031 0.768  0.37
H: -2.406 0.796 0.295  0.19
H: -0.121 1.029 2.042  0.17
H: 0.208 -0.414 -2.685  0.14
H: 1.239 0.603 -1.674  0.19
H: 1.999 0.342 1.529  0.36
H: -0.934 -1.528 1.244  0.47
H: -1.698 1.577 -1.152  0.20
H: -1.400 2.270 0.467  0.20
H: 1.249 -2.196 -1.567  0.48

Result of the stability comparison: ii is the most stable of them.

## i
This record from OMol25 describes 2 unconnected molecules or ions with the total composition C6H12S. The level of theory is wB97M-V/def2-TZVPD.

Output
Net charge: 0
M, g mol⁻¹: 116.23
HOMO-LUMO gap (alpha / beta), eV: 7.09 / 6.31

Each line ends with the natural charge from an NBO analysis.
Element x y z (Å)
S: 0.635 -0.070 0.329  0.98
C: -0.557 0.349 -0.909  -0.58
C: -0.614 -0.524 1.515  -0.37
C: -1.901 0.516 -0.176  -0.38
C: -1.941 -0.478 1.029  -0.49
C: 1.335 1.433 0.819  -1.03
C: 2.346 -1.056 -1.311  -0.64
H: -0.545 -0.437 -1.630  0.22
H: -2.391 -1.382 0.690  0.21
H: 2.079 -1.632 -2.183  0.18
H: 3.108 -1.533 -0.771  0.17
H: 2.209 1.534 0.207  0.18
H: -0.337 -0.919 2.503  0.23
H: -1.972 1.502 0.066  0.22
H: 1.628 1.560 1.860  0.22
H: 2.578 0.055 -1.412  0.18
H: -2.637 0.146 -0.841  0.21
H: -2.806 -0.200 1.716  0.24
H: -0.220 1.136 -1.500  0.25

## ii
This record from OMol25 describes 2 unconnected molecules or ions with the total composition C6H12S. The level of theory is wB97M-V/def2-TZVPD.

Output
Net charge: 0
M, g mol⁻¹: 116.23
HOMO-LUMO gap (alpha / beta), eV: 9.37 / 6.51

Each line ends with the natural charge from an NBO analysis.
Element x y z (Å)
S: -1.407 0.419 -1.060  0.09
C: -0.660 0.451 0.584  -0.23
C: -0.133 -0.974 0.884  -0.62
C: 0.689 -1.653 -2.531  -0.09
C: 0.573 1.299 0.658  -0.61
C: 1.772 -0.982 -2.712  -0.51
C: -1.716 0.886 1.648  -0.62
H: -1.190 0.837 2.613  0.21
H: 0.389 2.312 0.479  0.21
H: -1.982 1.997 1.561  0.22
H: 1.878 -0.095 -2.142  0.21
H: -0.312 -1.731 -2.379  0.20
H: 2.507 -1.259 -3.490  0.22
H: 0.696 -1.256 0.160  0.23
H: 0.072 -0.923 1.943  0.21
H: -2.689 0.236 1.547  0.24
H: 1.412 1.028 -0.184  0.21
H: 1.010 1.259 1.686  0.21
H: -0.910 -1.852 0.734  0.22

## iii
This record from OMol25 describes a single C6H12S molecule. The level of theory is wB97M-V/def2-TZVPD.

Output
Net charge: 0
SMILES: CSC(C)=C(C)C
M, g mol⁻¹: 116.23
HOMO-LUMO gap, eV: 8.81

Each line ends with the natural charge from an NBO analysis.
Element x y z (Å)
S: 1.004 -1.368 1.099  0.24
C: 0.765 1.725 1.096  -0.64
C: -0.159 1.888 -1.194  -0.66
C: -0.410 -2.475 1.430  -0.79
C: 0.126 0.956 -0.114  -0.04
C: 0.164 -0.429 -0.129  -0.18
C: -0.401 -1.088 -1.368  -0.66
H: -0.296 -2.531 2.621  0.24
H: 0.653 2.831 -0.980  0.23
H: 0.307 2.659 1.398  0.21
H: -0.133 -3.520 0.853  0.24
H: 0.246 1.453 -2.364  0.22
H: 0.360 -1.889 -1.787  0.22
H: -0.453 -0.239 -2.049  0.22
H: -1.486 -1.912 1.071  0.24
H: -1.413 -1.432 -1.043  0.22
H: 1.754 2.074 0.567  0.21
H: -1.419 2.174 -1.098  0.25
H: 0.791 1.123 1.992  0.23

Result of the stability comparison: iii is the most stable of them.